16
Properties=species:S:1:pos:R:3 method="wB97M-V/def2-TZVPD" lumo_energy_ev=-0.32 homo_ha=-0.30385 mol_weight_g_mol=124.21 relative_energy_kj_mol=332.4 total_energy_ev=-18219.868 orbital_gap_ev=7.94
C 0.65 -2.18 0.46
C 0.64 0.12 0.78
C 0.12 -1.02 0.01
C 1.53 -0.25 1.93
C 0.50 1.44 0.59
C -1.14 -1.00 -0.89
C -0.29 2.06 -0.48
S 1.70 -1.87 1.92
H 0.65 -3.18 0.24
H 0.98 2.20 1.24
H -1.67 -1.84 -0.88
H -1.72 -0.24 -0.63
H -0.75 -0.85 -1.93
H 0.21 1.77 -1.51
H -0.16 3.12 -0.40
H -1.24 1.72 -0.45


8
Properties=species:S:1:pos:R:3 method="wB97M-V/def2-TZVPD" lumo_energy_ev="-1.76 / -2.10" homo_ha="-0.36361 / -0.34991" mol_weight_g_mol=95.06 relative_energy_kj_mol=365.6 total_energy_ev=-9742.905 orbital_gap_ev="8.13 / 7.42"
C -0.65 1.57 -0.14
C 0.11 0.88 -1.12
C 0.67 -1.30 0.11
C 0.20 -1.81 1.15
N -1.24 2.05 0.74
O 0.67 -0.31 -0.78
O 0.09 -2.45 2.13
H 0.14 1.38 -2.08


14
Properties=species:S:1:pos:R:3 method="wB97M-V/def2-TZVPD" lumo_energy_ev=-0.79 homo_ha=-0.27760 mol_weight_g_mol=234.99 multiplicity=2 relative_energy_kj_mol=137.1 total_energy_ev=-10931.967 orbital_gap_ev=6.77
O -0.92 0.68 -0.41
O 0.47 -1.01 -0.91
O -1.82 -1.34 -0.84
C 0.63 -2.27 -1.13
C 2.08 -2.61 -1.16
C -0.93 -0.49 -0.70
H 2.28 -3.11 -2.12
H 2.75 -1.76 -1.02
H 2.26 -3.38 -0.39
Cs -2.66 -4.00 -1.44
C -1.04 4.79 2.50
H -2.04 4.60 2.87
H -0.87 5.58 1.76
H -0.18 4.32 2.99


179
Properties=species:S:1:pos:R:3 method="wB97M-V/def2-TZVPD" lumo_energy_ev=0.54 homo_ha=-0.31179 mol_weight_g_mol=937.45 smiles=COC[C@H](C)N.COC[C@H](C)N.COC[C@H](C)N.COC[C@H](C)N.COC[C@H](C)N.COC[C@H](C)N.COC[C@H](C)N.COC[C@H](C)N.COC[C@H](C)N.COC[C@H](C)N.CCO relative_energy_kj_mol=124.7 total_energy_ev=-82852.879 orbital_gap_ev=9.03
C -3.53 -1.99 -1.52
O -4.83 -2.12 -2.05
C -4.92 -1.56 -3.34
C -6.40 -1.47 -3.74
C -6.62 -0.92 -5.12
N -7.12 -0.63 -2.76
H -3.23 -0.96 -1.31
H -2.83 -2.44 -2.24
H -3.43 -2.57 -0.60
H -4.52 -0.54 -3.30
H -4.36 -2.13 -4.09
H -6.80 -2.49 -3.65
H -6.04 -1.44 -5.89
H -6.32 0.13 -5.12
H -7.67 -0.95 -5.38
H -6.88 -1.01 -1.85
H -8.09 -0.89 -2.93
C 1.14 7.28 -1.09
O 2.01 6.18 -0.98
C 1.51 5.16 -0.13
C 2.18 3.84 -0.43
C 1.99 3.27 -1.84
N 1.75 2.82 0.53
H 1.72 8.08 -1.55
H 0.81 7.66 -0.12
H 0.29 7.11 -1.76
H 1.79 5.42 0.90
H 0.42 5.06 -0.16
H 3.27 3.97 -0.31
H 0.95 3.01 -2.06
H 2.64 2.44 -2.11
H 2.27 4.03 -2.57
H 1.32 3.22 1.36
H 1.10 2.15 0.13
C 5.30 1.22 -0.28
O 5.41 0.05 -1.08
C 4.90 0.29 -2.38
C 5.30 -0.89 -3.30
C 5.13 -0.45 -4.75
N 4.48 -2.06 -3.04
H 4.27 1.56 -0.23
H 5.89 2.01 -0.76
H 5.69 1.09 0.73
H 3.81 0.40 -2.36
H 5.33 1.19 -2.83
H 6.36 -1.13 -3.17
H 4.12 -0.07 -4.96
H 5.29 -1.26 -5.45
H 5.82 0.34 -5.04
H 3.49 -1.80 -3.18
H 4.40 -2.07 -2.01
C -3.64 -0.33 2.41
O -4.51 0.26 1.46
C -5.70 -0.50 1.27
C -6.68 0.19 0.34
C -7.08 1.60 0.84
N -7.88 -0.62 0.32
H -3.31 -1.33 2.12
H -4.12 -0.27 3.38
H -2.69 0.21 2.41
H -5.38 -1.40 0.73
H -6.09 -0.83 2.24
H -6.19 0.22 -0.63
H -7.71 1.43 1.72
H -7.79 2.06 0.15
H -6.31 2.33 1.09
H -8.36 -0.69 1.21
H -8.56 -0.33 -0.37
C 4.51 -2.70 4.67
O 5.38 -1.82 4.01
C 4.97 -1.40 2.72
C 4.79 -2.56 1.72
C 6.09 -3.23 1.38
N 4.13 -2.06 0.48
H 4.52 -3.68 4.17
H 3.48 -2.31 4.64
H 4.79 -2.84 5.71
H 4.05 -0.81 2.86
H 5.71 -0.68 2.36
H 4.05 -3.28 2.09
H 6.83 -2.54 0.97
H 5.99 -4.11 0.75
H 6.56 -3.56 2.31
H 3.51 -1.29 0.72
H 4.86 -1.55 -0.05
C -3.96 5.48 2.80
O -3.03 4.80 1.99
C -3.59 3.72 1.26
C -2.54 3.23 0.28
C -2.25 4.15 -0.91
N -2.93 1.92 -0.29
H -3.53 6.16 3.53
H -4.55 4.74 3.36
H -4.59 6.14 2.20
H -3.92 2.93 1.95
H -4.48 4.05 0.71
H -1.54 3.03 0.69
H -1.49 3.72 -1.57
H -1.88 5.11 -0.57
H -3.18 4.30 -1.46
H -3.69 2.11 -0.93
H -3.29 1.26 0.41
C -2.13 -3.21 -4.68
O -1.18 -2.70 -3.77
C -0.88 -1.32 -4.01
C 0.46 -1.01 -3.36
C 0.73 0.50 -3.53
N 1.57 -1.75 -3.93
H -3.08 -2.66 -4.58
H -2.31 -4.25 -4.41
H -1.74 -3.20 -5.70
H -0.76 -1.17 -5.09
H -1.71 -0.74 -3.60
H 0.48 -1.17 -2.27
H -0.17 1.11 -3.41
H 1.08 0.70 -4.55
H 1.53 0.84 -2.88
H 1.34 -2.74 -4.02
H 1.61 -1.39 -4.88
C -1.07 -7.84 -1.41
O -0.73 -6.65 -0.77
C -0.26 -5.62 -1.63
C 0.20 -4.47 -0.73
C 0.40 -3.25 -1.61
N 1.49 -4.74 -0.05
H -0.27 -8.29 -2.00
H -1.97 -7.79 -2.04
H -1.41 -8.55 -0.64
H 0.57 -5.94 -2.27
H -1.08 -5.36 -2.31
H -0.47 -4.23 0.09
H 1.02 -2.46 -1.20
H -0.55 -2.79 -1.91
H 0.86 -3.45 -2.59
H 1.49 -5.72 0.25
H 2.23 -4.74 -0.76
C 0.95 5.02 4.01
O 1.72 3.91 3.58
C 3.06 3.92 4.03
C 3.64 2.51 3.79
C 4.95 2.29 4.55
N 3.92 2.20 2.38
H 1.06 5.20 5.08
H -0.09 4.76 3.82
H 1.18 5.90 3.40
H 3.63 4.62 3.40
H 3.18 4.25 5.07
H 3.00 1.70 4.16
H 5.54 1.54 4.03
H 4.80 2.03 5.60
H 5.57 3.19 4.66
H 4.60 2.87 2.02
H 3.08 2.37 1.80
C 0.08 1.17 3.75
O -0.39 -0.14 3.69
C 0.59 -1.17 3.68
C 0.04 -2.33 2.85
C -1.11 -3.05 3.54
N 1.14 -3.29 2.62
H 0.79 1.37 4.56
H -0.73 1.89 3.91
H 0.56 1.47 2.81
H 1.54 -0.85 3.23
H 0.73 -1.49 4.71
H -0.30 -1.95 1.88
H -1.46 -3.94 3.03
H -1.93 -2.34 3.67
H -0.90 -3.39 4.56
H 0.96 -3.82 1.76
H 1.97 -2.80 2.29
C 1.29 -0.49 0.61
C -0.20 -0.18 0.50
O -0.41 0.83 -0.49
H 1.43 -1.51 0.98
H 1.74 0.19 1.35
H 1.85 -0.29 -0.31
H -0.54 0.24 1.45
H -0.77 -1.06 0.18
H -1.35 1.17 -0.44


10
Properties=species:S:1:pos:R:3 method="wB97M-V/def2-TZVPD" lumo_energy_ev=-2.28 homo_ha=-0.36787 mol_weight_g_mol=197.55 total_energy_ev=-59415.198 orbital_gap_ev=7.73
C -1.81 0.00 -0.23
O 0.61 -1.17 -0.29
Si 0.06 0.20 0.35
S 2.72 -1.59 -0.36
Cl 0.66 1.91 -0.58
Cl 0.52 0.55 2.24
Cl 3.69 0.11 -0.26
H -1.81 -0.72 -1.01
H -2.34 -0.33 0.57
H -2.29 1.03 -0.42


29
Properties=species:S:1:pos:R:3 method="wB97M-V/def2-TZVPD" lumo_energy_ev="-6.34 / -6.14" homo_ha="-0.47569 / -0.46416" total_charge=+1 mol_weight_g_mol=290.11 relative_energy_kj_mol=33.4 total_energy_ev=-28364.076 orbital_gap_ev="6.60 / 6.49"
C -1.76 1.89 0.25
C -2.08 0.90 -1.97
C 1.16 -2.13 -0.37
C -1.24 -2.29 -0.70
C 1.76 1.74 0.72
C 0.97 -0.06 2.09
N -1.48 0.79 -0.66
N -0.11 -1.51 -0.20
N 0.83 0.63 0.85
P 0.13 0.11 -0.60
I 4.94 -0.78 0.39
H -1.40 2.98 0.12
H -2.81 1.98 0.45
H -1.11 1.82 1.22
H -2.14 1.87 -2.37
H -1.48 0.41 -2.63
H -3.11 0.53 -2.01
H 1.38 -2.93 0.29
H 1.10 -2.51 -1.32
H 1.89 -1.41 -0.30
H -0.85 -2.87 -1.53
H -1.68 -2.96 0.05
H -2.04 -1.76 -1.11
H 2.76 1.39 0.84
H 1.65 2.17 -0.20
H 1.59 2.67 1.44
H 1.57 0.58 2.70
H 0.06 -0.16 2.65
H 1.50 -1.06 1.93


15
Properties=species:S:1:pos:R:3 method="wB97M-V/def2-TZVPD" lumo_energy_ev="-8.82 / -13.57" homo_ha="-0.72459 / -0.72532" total_charge=+2 mol_weight_g_mol=158.94 multiplicity=6 relative_energy_kj_mol=14.7 total_energy_ev=-44767.365 orbital_gap_ev="10.90 / 6.17"
O -0.07 -2.42 1.85
C -1.03 -2.37 2.60
H -1.15 -3.12 3.39
H -1.79 -1.57 2.50
O 1.53 -0.44 -0.76
C 1.41 0.64 -1.60
C 0.30 1.60 -1.23
O 0.17 2.01 0.11
C -0.88 1.20 -0.40
Fe 0.66 -1.42 0.40
H 1.22 0.35 -2.65
H 2.34 1.24 -1.61
H 0.16 2.42 -1.96
H -1.03 0.14 -0.18
H -1.84 1.72 -0.46


40
Properties=species:S:1:pos:R:3 method="wB97M-V/def2-TZVPD" lumo_energy_ev=0.46 homo_ha=-0.29604 mol_weight_g_mol=369.27 smiles="COc1c(S(=O)(=O)NCCN2CCOCC2)ccc(Cl)c1Cl" relative_energy_kj_mol=160.2 total_energy_ev=-60821.754 orbital_gap_ev=8.51
C 2.60 2.79 1.54
O 1.70 1.90 0.90
C 2.14 1.02 -0.02
C 1.30 0.81 -1.11
S -0.19 1.81 -1.20
O -0.94 1.36 -2.34
O 0.18 3.19 -1.13
N -1.01 1.34 0.17
C -2.44 1.15 0.08
C -2.99 0.11 1.09
N -2.60 -1.27 0.99
C -1.42 -1.73 1.68
C -0.16 -1.70 0.80
O -0.36 -2.42 -0.40
C -1.46 -1.90 -1.13
C -2.74 -1.93 -0.29
C 1.58 -0.11 -2.10
C 2.74 -0.85 -2.03
C 3.60 -0.66 -0.96
Cl 5.04 -1.60 -0.86
C 3.31 0.25 0.05
Cl 4.40 0.36 1.39
H 2.94 2.38 2.49
H 3.45 3.03 0.91
H 2.03 3.70 1.72
H -0.71 1.88 0.97
H -2.98 2.09 0.25
H -2.64 0.82 -0.94
H -2.74 0.45 2.11
H -4.08 0.15 0.99
H -1.25 -1.14 2.58
H -1.61 -2.77 1.98
H 0.68 -2.20 1.30
H 0.11 -0.66 0.58
H -1.56 -2.54 -2.01
H -1.23 -0.87 -1.45
H -3.57 -1.47 -0.84
H -2.99 -2.98 -0.09
H 0.88 -0.22 -2.91
H 2.99 -1.57 -2.79


14
Properties=species:S:1:pos:R:3 method="wB97M-V/def2-TZVPD" lumo_energy_ev=4.16 homo_ha=-0.16662 total_charge=-1 mol_weight_g_mol=81.09 relative_energy_kj_mol=18.1 total_energy_ev=-8363.138 orbital_gap_ev=8.69
C 1.50 -0.38 0.17
O 0.62 0.36 0.95
C 1.99 0.52 -0.97
H 1.08 -1.31 -0.25
H 2.34 -0.67 0.81
H 1.09 0.96 -1.39
H 2.63 0.08 -1.75
H 2.55 1.37 -0.57
H -2.84 -0.32 0.23
H -3.48 0.74 -0.85
O -3.66 -0.09 -0.40
H -1.76 -0.59 1.98
H -0.38 0.00 1.02
O -1.67 -0.67 1.02


31
Properties=species:S:1:pos:R:3 method="wB97M-V/def2-TZVPD" lumo_energy_ev=0.37 homo_ha=-0.36674 mol_weight_g_mol=206.20 smiles="CNC(=O)CNC=O.O.O.O.O.O" relative_energy_kj_mol=157.8 total_energy_ev=-21753.731 orbital_gap_ev=10.35
C 1.51 1.84 0.11
N 1.53 0.67 0.99
C 0.99 -0.53 0.58
O 0.62 -1.34 1.43
C 0.86 -0.85 -0.90
N 1.55 -2.11 -1.12
C 2.83 -2.13 -1.58
O 3.48 -3.15 -1.57
H 0.67 1.92 -0.58
H 1.66 2.76 0.71
H 2.43 1.83 -0.53
H 1.63 0.76 2.00
H 1.34 -0.05 -1.50
H -0.14 -0.83 -1.33
H 1.24 -3.01 -0.76
H 3.14 -1.21 -2.08
O -1.14 -3.10 0.29
H -0.64 -2.31 0.58
H -0.78 -3.88 0.71
O -2.40 -0.30 -0.29
H -2.15 0.06 0.61
H -2.28 -1.26 -0.28
O -1.95 2.02 -1.36
H -2.53 1.99 -2.13
H -1.97 1.08 -1.01
O -1.52 2.86 1.08
H -1.97 3.70 1.21
H -1.60 2.63 0.12
O -1.79 0.37 2.17
H -0.84 0.20 2.29
H -1.78 1.35 2.13


15
Properties=species:S:1:pos:R:3 method="wB97M-V/def2-TZVPD" lumo_energy_ev=0.31 homo_ha=-0.34456 mol_weight_g_mol=133.17 smiles="O[C@]1(CS)C=NOC1" relative_energy_kj_mol=637.8 total_energy_ev=-20676.126 orbital_gap_ev=9.69
O 0.36 1.40 -0.91
C -0.11 0.31 -0.21
C 1.04 -0.15 0.71
S 2.70 -0.76 -0.03
C -0.58 -0.93 -0.93
N -1.87 -1.35 -0.69
O -2.43 -0.52 0.34
C -1.26 0.35 0.68
H -0.20 1.55 -1.84
H 1.31 0.56 1.59
H 0.34 -1.12 0.94
H 3.64 0.47 -0.48
H -0.10 -1.50 -1.73
H -1.22 0.17 1.76
H -1.60 1.53 0.77


68
Properties=species:S:1:pos:R:3 method="wB97M-V/def2-TZVPD" lumo_energy_ev="-4.41 / -5.01" homo_ha="-0.40500 / -0.40666" total_charge=+1 mol_weight_g_mol=662.70 relative_energy_kj_mol=268.8 total_energy_ev=-64818.757 orbital_gap_ev="6.61 / 6.05"
Pd -0.85 0.43 -1.14
C 0.09 -2.40 -3.01
P 0.75 -0.94 -2.13
C 1.93 -0.21 -3.32
C 1.88 -1.72 -0.92
H 0.89 -2.89 -3.56
H -0.69 -2.11 -3.71
H -0.33 -3.11 -2.29
H 2.77 -0.88 -3.46
H 2.29 0.74 -2.94
H 1.44 -0.04 -4.28
H 2.54 -2.42 -1.43
H 1.30 -2.25 -0.16
H 2.48 -0.96 -0.42
O 1.15 2.55 -1.19
C 1.44 2.08 -0.09
N 0.67 1.16 0.54
C 1.19 0.83 1.75
O 0.71 -0.02 2.49
C 2.40 1.66 1.96
C 3.26 1.78 3.03
C 4.33 2.66 2.89
C 4.52 3.40 1.73
C 3.63 3.30 0.66
C 2.58 2.42 0.80
H 3.10 1.22 3.93
H 5.04 2.77 3.70
H 5.37 4.05 1.65
H 3.76 3.88 -0.23
C -0.93 1.86 -4.04
Si -2.74 1.95 -3.42
C -3.93 2.51 -4.79
C -3.21 0.20 -2.78
C -2.89 3.28 -2.03
Te -1.64 2.76 -0.38
C -3.08 1.38 0.43
Si -3.59 2.10 2.14
C -2.01 2.21 3.20
C -4.91 0.89 2.80
C -4.33 3.82 1.80
H -0.81 1.04 -4.75
H -0.23 1.71 -3.20
H -0.64 2.78 -4.54
H -4.00 1.77 -5.58
H -3.58 3.43 -5.23
H -4.93 2.69 -4.41
H -3.25 -0.51 -3.60
H -4.17 0.17 -2.28
H -2.44 -0.19 -2.06
H -3.92 3.42 -1.69
H -2.54 4.24 -2.41
H -2.63 0.40 0.57
H -3.93 1.32 -0.25
H -1.68 1.24 3.55
H -2.16 2.84 4.07
H -1.19 2.64 2.61
H -4.50 -0.09 2.99
H -5.73 0.78 2.10
H -5.32 1.26 3.74
H -3.59 4.49 1.37
H -4.68 4.27 2.73
H -5.18 3.78 1.13
C -1.25 -2.60 1.20
O -1.07 -1.26 0.81
H -1.76 -2.65 2.17
H -0.29 -3.13 1.29
H -1.86 -3.09 0.44
H -0.48 -0.82 1.48


37
Properties=species:S:1:pos:R:3 method="wB97M-V/def2-TZVPD" lumo_energy_ev=-5.57 homo_ha=-0.45962 total_charge=+1 mol_weight_g_mol=689.24 relative_energy_kj_mol=73.8 total_energy_ev=-75465.433 orbital_gap_ev=6.94
Ta -0.33 0.27 0.53
O -0.89 -2.52 -2.89
C -0.68 -2.07 -1.69
O -0.69 -0.87 -1.41
C -0.40 -3.13 -0.67
O -0.22 -2.40 0.52
C 0.69 -2.90 1.50
C 1.25 -1.70 2.23
O 2.23 -1.62 2.86
O 0.38 -0.62 2.01
H -1.09 -1.78 -3.50
H -1.25 -3.81 -0.61
H 0.48 -3.71 -0.96
H 0.18 -3.56 2.20
H 1.52 -3.44 1.03
S -1.45 2.02 1.70
C -2.88 1.00 1.65
S -2.64 -0.40 0.66
C -4.03 1.31 2.27
C -5.16 0.44 2.13
N -6.06 -0.26 1.98
C -4.13 2.50 3.07
N -4.19 3.47 3.68
F 2.67 1.06 0.86
C 2.48 2.12 0.05
F 3.64 2.68 -0.23
F 1.71 2.97 0.73
C 1.72 1.64 -1.23
O 0.41 1.33 -0.87
C 1.72 2.76 -2.31
F 1.49 3.94 -1.74
F 2.91 2.80 -2.91
F 0.78 2.52 -3.21
C 2.34 0.32 -1.76
F 1.83 -0.02 -2.94
F 2.00 -0.69 -0.89
F 3.65 0.36 -1.83